Molecular formula: C5H3I
Method: DFT, wB97M-V/def2-TZVPD

Computed properties:
**Energy**: -489.76108 Ha
**Relative energy (zero: lowest compared OMol25 entry of this formula, charge and spin)**: 262.2 kJ/mol
**Molecular weight**: 189.98 g mol⁻¹
**LUMO level**: -0.00319 hartree
**Orbital gap**: 8.985 eV

XYZ file:
```
9
Properties=species:S:1:pos:R:3:forces:R:3
C 0.465 -1.126 -0.303 -0.4 -0.9 -0.9
C -0.520 -1.761 0.241 1.3 -0.7 -0.4
C 1.155 -0.023 -0.914 -2.9 1.2 4.1
C 0.544 0.850 -0.101 -2.2 -2.6 0.7
C -0.692 -0.352 0.703 1.1 2.7 -1.2
I -2.524 0.479 0.000 -0.1 0.1 0.0
H 1.872 0.227 -1.561 2.7 -0.2 -2.7
H 0.278 1.841 0.197 0.6 0.5 -0.3
H -0.579 -0.135 1.738 0.1 -0.1 0.8
```
Forces are in eV/Å.